Record 1
This record from the OMol25 dataset describes C6H12O in the gas phase. The level of theory is ωB97M-V/def2-TZVPD.

Atoms and positions in Å:
H (3.95694, 0.30565, 0.16454)
H (1.86717, 0.04931, -1.16628)
C (2.98732, 0.27403, 0.67259)
C (0.20677, -0.50421, 0.75968)
H (2.79269, -0.74555, 1.01306)
O (0.57881, 0.66923, 0.31082)
C (1.90048, 0.70151, -0.28858)
H (-2.42503, -0.22803, -2.23205)
H (3.02664, 0.93642, 1.54294)
H (-1.62593, 0.58975, 1.30798)
C (-1.92259, -0.93559, -0.23398)
H (-1.25495, -1.68760, -0.67682)
H (2.02438, 1.73508, -0.62230)
H (-3.01468, 0.81583, -0.92845)
H (-1.49868, -1.09730, 1.90002)
H (-2.85418, -1.45848, 0.00262)
C (-2.18089, 0.17955, -1.24527)
H (-1.30012, 0.82151, -1.35304)
C (-1.26416, -0.42110, 1.07251)

The value obtained for the largest force on an atom is 0.52 eV/Å. Its HOMO energy is -8.2 eV. The value obtained for the calculated total energy is -8461.4355 eV. The value obtained for the energy above the lowest of the compared OMol25 structures with the same formula, charge and spin is 67.3 kcal per mole. As for the charge: 0. For the HOMO-LUMO gap, the calculation gives 9.28 eV.


Record 2
This record from the OMol25 dataset describes C6H12O in the gas phase in a non-equilibrium geometry. The level of theory is ωB97M-V/def2-TZVPD.

Atoms and positions in Å:
C (0.32188, 2.00143, 0.58223)
H (-2.00408, -2.94742, 0.59656)
H (-0.23478, 3.05689, 0.45332)
H (-0.77213, -1.94090, -1.37888)
C (-0.37886, -1.92112, -0.40610)
C (-0.92085, -2.60161, 0.54733)
C (-0.45173, 1.21858, -0.45590)
H (1.55302, 0.90505, -1.36267)
H (-0.48524, 1.72274, 2.50844)
H (0.90747, -0.67310, 0.72370)
C (0.63171, 0.31065, -1.16064)
H (1.32534, 2.09897, 0.18371)
H (-0.40500, -2.57323, 1.55976)
H (-1.03235, 1.85840, -1.27964)
H (0.25794, 0.06522, -2.10218)
H (-1.19143, 0.43853, -0.24409)
O (0.24064, 1.48898, 1.85926)
H (1.76100, -1.53487, -0.36582)
C (0.87745, -0.97318, -0.25840)

The value obtained for the largest force on an atom is 5.56 eV/Å. Its HOMO energy is -9.6 eV. The value obtained for the calculated total energy is -8461.2895 eV. The value obtained for the energy above the lowest of the compared OMol25 structures with the same formula, charge and spin is 70.7 kcal per mole. As for the charge: 0. For the HOMO-LUMO gap, the calculation gives 10.49 eV. As for the SMILES: C=CCCCCO.


Record 3
This record from the OMol25 dataset describes C6H12O in the gas phase. The level of theory is ωB97M-V/def2-TZVPD.

Atoms and positions in Å:
H (1.48778, -0.95583, 1.03712)
H (2.15282, -1.36888, -0.55610)
C (1.88121, -0.53618, 0.10354)
H (-2.19453, 0.49976, 0.87154)
C (0.86932, 0.39239, -0.56190)
H (-1.40632, -1.95461, -1.50520)
H (-1.36668, -1.86898, 0.27419)
H (-0.41433, 2.44309, 1.56758)
C (-1.10207, 0.48410, 0.78091)
C (-0.80844, -1.64676, -0.63657)
H (-0.72291, -0.02116, 1.68406)
H (1.21241, 0.61040, -1.58399)
C (-0.49363, 1.86156, 0.64548)
H (2.79174, 0.02227, 0.33747)
H (-1.10154, 2.42986, -0.07664)
H (0.10608, -2.25667, -0.63220)
O (0.81990, 1.63559, 0.15191)
C (-0.58289, -0.13408, -0.54316)
H (-1.12792, 0.36415, -1.35804)

The value obtained for the largest force on an atom is 0.68 eV/Å. Its HOMO energy is -9.5 eV. The value obtained for the calculated total energy is -8463.7363 eV. The value obtained for the energy above the lowest of the compared OMol25 structures with the same formula, charge and spin is 14.2 kcal per mole. As for the charge: 0. For the HOMO-LUMO gap, the calculation gives 10.62 eV. As for the SMILES: C[C@@H]1OCC[C@@H]1C.


Record 4
This record from the OMol25 dataset describes 2 unconnected molecules or ions with the total composition C6H12O in a non-equilibrium geometry. The level of theory is ωB97M-V/def2-TZVPD.

Atoms and positions in Å:
C (-2.61839, 2.05816, 0.65663)
H (0.30302, 0.05420, 1.98290)
H (1.17070, -0.34617, -0.97457)
H (0.38860, 2.49882, 0.43798)
H (0.73546, -2.13583, -2.33138)
H (1.45804, -2.61429, -0.02171)
H (-0.07115, -2.63394, -3.54079)
H (-0.49191, 1.27433, -0.81091)
H (-2.72106, 2.48703, -0.30099)
O (-0.01364, -1.97703, -2.96457)
H (2.92354, -1.49104, 0.24714)
C (-1.48260, 1.51854, 1.02493)
C (-0.18244, 1.53391, 0.28131)
H (-3.42131, 2.23325, 1.34224)
C (0.55759, 0.27953, 0.89024)
H (-1.42004, 1.18066, 2.04056)
C (1.83683, -1.69276, 0.43734)
C (1.15390, -0.51355, 0.02507)
H (1.89485, -1.71380, 1.57858)

As for the expectation value of S²: 0.752. The value obtained for the largest force on an atom is 7.41 eV/Å. Its HOMO energy (spin up / spin down) is -13.9 / -13.8 eV. The value obtained for the calculated total energy is -8452.1846 eV. The value obtained for the energy above the lowest of the compared OMol25 structures with the same formula, charge and spin is 66.0 kcal per mole. As for the charge: +1. For the HOMO-LUMO gap (spin up / spin down), the calculation gives 9.38 / 4.87 eV. Its spin multiplicity is 2.